(1)
174
Properties=species:S:1:pos:R:3:lowdin_charge:R:1 method="wB97M-V/def2-TZVPD" e_above_lowest_kj_mol=0.0 smiles="COP(=O)(OC)OC.C1CCOC1.COCCOC.COCCOC.COCCOC.COCCOC.COCCOC.COCCOC.COCCOC.COCCOC.COCCOC"
H -30.32 4.76 -0.64 0.126
H -24.57 2.17 5.19 0.135
H -16.29 -2.92 1.11 0.131
O -22.82 -3.58 -3.21 -0.149
O -20.51 0.03 4.13 -0.163
O -29.69 3.04 0.45 -0.197
C -23.46 -1.96 -0.21 -0.079
C -15.51 -0.50 0.32 -0.092
H -24.27 -5.43 -1.32 0.091
H -22.65 1.27 1.75 0.065
H -23.25 4.23 5.50 0.095
H -21.25 -0.70 2.35 0.113
C -23.15 -2.71 -5.39 -0.141
H -25.18 -1.01 4.61 0.073
H -31.71 3.15 0.54 0.089
H -21.43 -4.15 -5.54 0.111
H -27.25 -4.72 0.18 0.126
O -26.40 4.10 5.48 -0.191
H -24.27 -2.26 5.44 0.093
C -22.49 6.63 1.00 -0.110
H -24.78 1.59 -2.54 0.073
H -27.61 1.63 1.00 0.115
H -19.14 3.51 -1.31 0.078
C -16.77 -0.70 -3.14 -0.201
H -18.91 3.07 0.39 0.086
H -20.81 1.79 3.05 0.089
C -26.47 -4.18 0.72 -0.180
H -21.04 -2.41 -5.66 0.102
H -26.03 6.01 0.60 0.088
H -23.09 -1.63 -5.46 0.105
C -25.29 -5.08 -1.15 -0.093
H -21.56 3.67 -0.05 0.111
O -20.87 0.92 -0.18 -0.229
H -27.20 -7.77 3.12 0.087
H -25.72 -6.92 3.64 0.090
H -22.11 3.93 -3.31 0.091
C -30.95 2.46 0.14 -0.098
H -20.30 0.89 -3.68 0.062
H -14.23 5.67 -2.53 0.090
H -24.23 -1.57 -0.88 0.096
H -16.47 -2.15 -5.25 0.079
H -14.74 -0.90 -0.35 0.091
C -18.42 3.50 -0.48 -0.099
H -17.70 -4.30 -0.34 0.131
H -24.23 0.53 1.45 0.079
H -26.20 1.30 -3.61 0.091
H -15.52 -2.82 -3.94 0.086
H -16.25 4.72 -3.41 0.128
C -22.29 4.45 0.14 -0.201
H -22.89 7.23 0.16 0.092
H -21.37 -2.02 -3.35 0.099
C -14.54 5.23 -1.58 -0.097
H -20.01 0.58 -5.35 0.088
H -26.65 -3.10 0.71 0.111
H -17.69 4.86 -2.45 0.113
H -18.11 4.51 -0.21 0.095
C -15.55 -1.99 -4.66 -0.108
H -24.73 -2.52 3.75 0.074
H -14.18 4.23 -1.35 0.086
H -24.43 -2.30 -3.67 0.102
P -22.21 0.30 -0.79 0.381
H -20.79 -3.61 -3.21 0.114
H -19.71 2.25 -4.71 0.088
H -24.98 1.72 3.60 0.102
H -25.44 -4.61 2.52 0.120
H -15.14 -0.70 1.34 0.091
H -27.39 -6.29 4.01 0.086
H -25.61 -4.42 -1.96 0.083
H -24.47 5.21 4.64 0.081
H -24.45 -4.02 -4.32 0.113
H -21.81 -2.08 5.00 0.132
C -23.34 4.67 -0.93 -0.180
H -27.68 5.11 6.66 0.089
H -26.53 -0.04 3.10 0.064
H -26.66 5.53 2.20 0.089
H -25.41 4.53 1.38 0.072
O -19.01 -2.94 0.56 -0.171
H -20.94 4.66 -2.16 0.068
O -26.44 -0.15 0.99 -0.177
C -23.58 1.37 1.21 -0.059
O -17.28 2.73 -0.82 -0.184
H -19.21 0.85 -1.37 0.079
C -21.84 4.84 -2.76 -0.115
H -18.23 -1.14 -4.62 0.121
H -24.95 0.02 -3.33 0.070
C -23.60 4.56 4.52 -0.073
H -15.69 2.67 -1.99 0.116
O -22.23 0.12 -2.24 -0.224
C -16.71 3.07 -2.08 -0.204
C -26.45 -4.77 2.12 -0.223
C -20.96 -1.05 3.34 -0.197
C -26.36 3.13 4.44 -0.191
O -26.26 0.36 -1.80 -0.176
C -22.11 -1.80 3.98 -0.199
C -26.29 5.15 1.24 -0.110
H -22.84 5.10 3.98 0.084
H -20.51 -2.99 -0.86 0.070
C -26.63 1.37 -0.89 -0.209
H -21.90 7.35 1.56 0.090
O -16.76 -1.13 0.15 -0.208
C -29.44 4.17 -0.36 -0.212
C -28.47 5.05 0.39 -0.195
C -23.86 -3.14 -4.07 -0.177
H -14.12 5.91 -0.83 0.088
C -26.96 -0.55 2.23 -0.110
H -24.07 2.32 1.36 0.070
C -21.60 -3.04 -3.68 -0.247
H -19.81 -0.77 -0.73 0.067
C -24.41 -1.76 4.47 -0.108
O -21.62 5.64 0.51 -0.159
H -22.26 1.21 4.02 0.067
H -31.06 1.51 0.65 0.086
O -15.94 5.32 -1.45 -0.179
O -22.88 5.45 -2.05 -0.175
H -15.74 0.56 0.21 0.086
H -24.22 5.26 -0.68 0.104
H -28.34 4.79 5.06 0.087
C -17.95 -3.23 -0.32 -0.217
H -23.08 -2.92 -0.53 0.072
C -24.94 2.60 4.24 -0.214
C -26.75 -6.79 3.28 -0.111
H -28.05 -0.47 2.29 0.096
H -28.16 0.29 0.01 0.132
O -27.24 4.36 0.54 -0.193
O -23.98 3.46 3.69 -0.210
H -28.83 5.27 1.40 0.128
C -19.60 0.28 -0.53 -0.035
C -25.50 0.85 -2.89 -0.095
O -23.30 -1.04 3.97 -0.192
H -20.96 -3.52 0.84 0.087
H -23.76 3.70 -1.26 0.114
H -17.14 2.56 -2.95 0.112
H -18.95 -0.70 -3.09 0.106
H -22.26 -2.72 3.40 0.123
O -25.21 -4.41 0.09 -0.204
H -23.53 -3.16 -6.31 0.105
H -26.69 3.58 3.50 0.115
H -22.86 4.07 1.01 0.102
H -14.72 -2.09 -5.35 0.087
C -19.64 1.18 -4.51 -0.094
H -28.24 3.51 6.30 0.088
H -20.11 -4.58 -0.12 0.096
H -31.13 2.32 -0.93 0.090
H -18.17 -2.91 -1.35 0.114
C -16.64 4.56 -2.40 -0.224
H -23.93 -2.16 0.75 0.085
H -28.27 6.02 -0.10 0.129
C -21.18 1.26 3.93 -0.098
O -15.65 -0.76 -3.98 -0.156
H -15.89 -2.81 -0.56 0.118
H -27.32 2.07 -1.37 0.121
H -25.73 1.93 -0.59 0.106
H -20.18 -1.81 3.26 0.129
O -18.30 0.86 -4.24 -0.190
C -20.21 -3.50 0.05 -0.105
C -27.25 0.82 0.36 -0.197
C -21.68 -3.16 -5.19 -0.158
C -27.72 4.37 5.86 -0.118
H -20.79 1.89 4.74 0.092
H -18.98 0.31 0.36 0.096
H -26.72 -1.60 2.41 0.064
H -27.18 -4.27 2.78 0.123
O -23.37 1.23 -0.22 -0.233
H -16.85 -1.62 -2.54 0.101
H -26.95 2.25 4.73 0.125
O -22.40 -1.05 0.04 -0.232
C -18.12 -0.46 -3.76 -0.204
H -23.34 6.28 1.59 0.078
H -29.03 3.83 -1.31 0.124
H -16.56 0.08 -2.41 0.121
O -26.78 -6.13 2.03 -0.184
H -25.97 -5.94 -1.15 0.089
H -21.44 5.61 -3.43 0.092
C -16.69 -2.54 0.16 -0.213



(2)
180
Properties=species:S:1:pos:R:3:lowdin_charge:R:1 method="wB97M-V/def2-TZVPD" charge=+3 e_above_lowest_kj_mol=336.0
C 0.55 0.77 1.21 -0.062
O 1.34 2.16 5.93 -0.007
H 4.67 2.66 2.08 0.098
H -3.34 -1.03 -3.05 0.075
H 2.34 1.48 -2.28 0.115
H 3.69 -3.72 2.09 0.134
H 1.11 -2.65 5.77 0.123
H -4.73 -0.35 -4.08 0.098
N 0.57 -0.19 -4.96 0.124
H 2.06 -0.77 -3.69 0.130
C 2.36 -4.92 -1.09 -0.051
H 5.04 5.02 1.60 0.132
H 0.05 -0.55 -0.32 0.092
C 0.16 -3.97 -1.63 -0.189
C -1.37 -4.08 -1.38 -0.053
H 2.15 -2.23 1.51 0.112
C 5.95 -0.07 2.27 -0.403
N -3.86 -1.33 2.39 0.101
C 3.38 5.56 2.83 -0.211
H 0.95 -0.20 4.12 0.112
C -0.47 0.02 0.45 -0.608
H -2.48 0.98 -6.26 0.111
H -4.80 4.99 -5.00 0.141
H -2.73 0.22 -8.47 0.093
H 1.03 1.57 0.65 0.062
O 5.47 3.03 -0.24 -0.176
C -1.10 -4.72 1.15 -0.048
O 4.88 -0.37 1.33 -0.148
H 3.03 2.09 0.39 0.094
O 0.75 2.37 -3.15 -0.248
C -4.15 4.16 -6.89 -0.212
H -0.06 -4.40 1.19 0.104
H -5.16 4.16 -7.28 0.145
H 3.04 -0.91 -0.21 0.048
H -1.61 -4.28 2.01 0.114
C 4.21 3.55 -0.61 -0.221
H -4.00 1.91 3.36 0.138
O -1.06 -0.09 -7.30 -0.176
H -0.82 -6.73 1.69 0.123
H -8.18 -1.65 2.76 0.080
C 1.29 0.00 -3.60 -0.042
H -2.70 4.49 -8.92 0.104
H 0.98 6.47 2.62 0.096
H -3.86 2.04 -1.75 0.124
H -2.62 3.09 -5.08 0.122
H 3.28 0.28 4.59 0.058
H -0.94 0.94 4.82 0.072
H -5.84 -3.56 4.27 0.143
H -4.06 0.76 1.71 0.112
C 2.25 -5.96 2.53 -0.063
H -4.98 2.31 -3.10 0.130
H -2.06 2.17 5.28 0.112
H -1.01 1.70 -0.99 0.059
O -2.88 0.49 4.34 -0.153
C -4.36 4.07 -5.37 -0.069
C -1.37 -6.22 0.90 -0.150
H 0.20 -1.13 -5.06 0.167
C 1.69 6.85 1.89 -0.084
C 4.44 4.59 2.41 -0.068
H 0.63 -3.14 3.40 0.137
H -3.97 -1.85 4.40 0.131
H -2.17 3.54 -2.70 0.118
H 2.13 3.99 -3.09 0.086
H -5.16 3.37 -5.13 0.130
H -0.96 -6.58 -0.04 0.126
O 1.82 2.69 3.99 -0.095
H 1.27 -0.03 -5.67 0.174
H -2.88 -1.11 2.44 0.085
H 2.41 1.88 -4.02 0.128
H 2.26 -6.41 3.53 0.100
H -3.69 4.35 -2.59 0.144
O -6.47 -1.74 3.99 -0.225
H -1.61 1.94 3.62 0.092
H 0.69 -0.42 -2.79 0.113
C -3.94 2.17 -2.83 -0.200
O -1.12 -0.99 1.19 -0.312
C -1.89 1.39 4.52 -0.111
H 3.92 6.48 3.02 0.136
H 6.79 0.25 1.66 0.134
H 4.31 4.63 -0.70 0.132
C 2.29 -2.30 2.59 -0.066
O 1.90 -4.58 2.57 -0.217
H 7.04 3.75 -1.51 0.093
H 4.15 0.14 -1.04 0.056
C -4.23 -2.42 3.51 -0.026
F 7.20 -1.34 4.04 0.133
C 6.29 -1.44 3.03 -0.497
H -3.25 -6.01 2.76 0.065
C 3.96 -0.90 -0.79 -0.084
H 2.96 -1.50 2.91 0.120
H -1.48 -0.90 -9.09 0.108
H -1.01 1.17 -4.25 0.098
H 7.02 1.96 -1.11 0.090
H 0.45 4.36 -3.05 0.089
H -4.44 -6.74 1.89 0.096
H 6.05 -0.87 -0.38 0.116
H 0.28 -4.21 -2.69 0.126
H -2.10 0.39 -0.80 0.051
H 2.73 0.36 6.26 0.068
H -2.42 4.66 -4.62 0.173
H 5.08 4.27 3.23 0.152
O 2.61 5.81 1.68 -0.211
H -2.08 -0.63 -5.65 0.124
H -4.03 3.30 -9.33 0.111
C 0.67 -1.22 4.36 -0.092
O -3.28 3.15 -7.39 -0.196
C -4.02 -0.20 -3.26 -0.048
C -3.20 3.49 -3.04 -0.028
C -2.04 -0.57 -8.22 -0.046
C -4.06 0.89 3.75 -0.226
H 3.16 3.02 2.65 0.099
C -3.12 3.49 -8.77 -0.071
H 4.40 -0.31 5.75 0.095
H 5.31 -2.23 0.42 0.099
C 1.81 1.42 -3.24 -0.151
H 1.41 -6.54 2.16 0.072
O -3.31 1.07 -3.51 -0.213
H -4.69 -0.21 -2.40 0.085
H 1.25 3.89 -4.60 0.093
O -2.77 -6.66 0.82 -0.169
H -2.69 -3.70 0.22 0.151
N 0.87 -2.18 3.19 0.111
H 0.17 1.29 2.10 0.077
H -3.10 -7.74 2.65 0.106
H -6.03 -3.05 2.45 0.128
H -5.52 0.05 2.43 0.122
H -3.77 5.18 -7.02 0.132
H -2.31 2.82 -9.04 0.093
H 2.68 -5.58 -1.90 0.105
O 0.97 -4.88 -0.93 -0.197
C 3.33 -0.21 5.56 0.011
H -4.88 0.87 4.47 0.140
C -4.44 0.14 2.52 -0.056
C 2.89 -3.65 2.82 -0.221
H -1.97 -3.48 -2.07 0.124
H -0.17 1.77 -5.59 0.133
H 3.67 3.13 -1.46 0.090
C 3.29 3.14 0.51 -0.079
C 5.15 -1.19 0.15 -0.238
H 2.73 -5.35 -0.16 0.079
C -0.58 0.84 -5.20 -0.063
H 2.78 -3.91 -1.10 0.084
H 0.14 -1.86 2.57 0.088
F 6.84 -2.35 2.13 0.069
C 1.17 3.70 -3.53 -0.070
H 2.84 5.17 3.70 0.130
N -3.04 3.86 -4.58 0.109
H 1.37 0.21 1.64 0.073
C -3.37 -6.85 2.08 -0.106
H -8.24 -0.84 4.31 0.100
N -1.69 -3.77 0.07 0.065
H -1.97 1.65 0.40 0.076
C 1.38 -1.60 5.65 -0.251
H -1.74 -5.10 -1.47 0.128
H 3.27 -3.73 3.84 0.141
H 3.16 -6.26 2.01 0.102
N 3.86 3.26 1.96 0.117
H -3.99 -1.70 1.46 0.135
N 1.18 2.93 5.02 -0.669
H -2.48 -1.47 -7.78 0.099
C -1.67 0.26 -6.12 -0.265
H 4.03 -1.59 -1.63 0.065
H -0.41 -1.06 4.41 0.110
C -1.39 0.99 -0.25 -0.072
H 5.95 2.63 -2.26 0.072
H -1.40 -2.82 0.28 0.088
C -7.91 -1.75 3.81 -0.056
C 6.44 2.86 -1.32 -0.044
H -8.42 -2.66 4.12 0.095
H 2.25 7.74 2.19 0.097
H 1.10 7.03 0.99 0.083
H 0.53 -2.94 -1.58 0.111
F 5.21 -2.07 3.46 0.140
H 2.34 3.66 0.55 0.118
O 2.73 -1.61 5.49 -0.187
C -5.71 -2.83 3.47 -0.189
O 5.53 1.01 3.08 -0.233
H 1.02 -1.08 6.54 0.143
H -3.59 -3.29 3.42 0.108
O 0.40 3.84 5.04 0.000



| no. | M (g/mol) |
| --- | --- |
| 1 | 1023.28 |
| 2 | 1069.37 |